The following is a quantum chemistry calculation of a 11-piece molecular cluster, C67H82Cl2FIN12O8 overall, from OMol25.

Positions of all 173 atoms, in Å:
C -5.07 -1.67 -0.24
O -4.10 -0.66 -0.49
C -3.03 -0.66 0.43
C -1.87 0.13 -0.18
C -0.60 -0.01 0.67
C 0.72 0.16 -0.07
F 1.71 -0.09 0.87
N 0.96 1.47 -0.64
C 0.76 2.61 0.25
O 1.79 2.60 1.23
C 1.37 3.03 2.49
O 0.37 2.19 3.02
C 0.81 1.21 3.95
C -0.39 0.67 4.70
O -0.89 1.69 5.57
C 0.95 -0.88 -1.19
O 2.26 -0.79 -1.70
O 0.81 -2.12 -0.55
C 0.73 -3.37 -1.21
C -0.69 -3.70 -1.67
C -1.33 -2.98 -2.88
C -1.42 -3.91 -4.09
I -1.63 -2.85 -5.92
O 1.75 -3.50 -2.21
N 1.47 -2.94 -3.47
O 2.37 -3.14 -4.19
C 1.26 -4.40 -0.17
Cl 0.00 -5.12 0.85
C 2.46 -3.87 0.65
C 3.40 -5.01 1.03
Cl 1.97 -2.97 2.11
H -5.64 -1.82 -1.16
H -4.58 -2.62 0.04
H -5.76 -1.38 0.56
H -2.71 -1.69 0.65
H -3.35 -0.20 1.38
H -1.74 -0.23 -1.20
H -2.16 1.19 -0.23
H -0.62 0.74 1.47
H -0.57 -0.99 1.17
H 0.33 1.60 -1.42
H -0.22 2.62 0.74
H 0.83 3.52 -0.35
H 0.95 4.05 2.46
H 2.27 3.01 3.11
H 1.53 1.66 4.65
H 1.29 0.38 3.41
H -0.07 -0.21 5.28
H -1.15 0.35 3.98
H -1.65 1.34 6.04
H 0.21 -0.75 -1.99
H 2.25 -0.27 -2.51
H -1.31 -3.53 -0.79
H -0.72 -4.79 -1.86
H -2.33 -2.65 -2.60
H -0.77 -2.09 -3.19
H -0.49 -4.48 -4.21
H -2.25 -4.62 -4.03
H 1.66 -5.23 -0.76
H 2.97 -3.14 0.02
H 3.95 -5.34 0.14
H 2.84 -5.85 1.46
H 4.12 -4.68 1.79
C -2.46 7.53 0.43
C -2.53 6.38 1.21
C -1.86 5.25 0.78
N -1.14 5.20 -0.34
C -1.09 6.30 -1.10
C -1.73 7.48 -0.75
H -2.97 8.43 0.73
H -3.08 6.37 2.14
H -1.89 4.34 1.37
H -0.48 6.23 -1.99
H -1.65 8.35 -1.39
C -1.12 -2.68 -11.75
C -2.11 -2.91 -10.81
C -2.11 -2.15 -9.65
N -1.20 -1.22 -9.38
C -0.26 -1.00 -10.29
C -0.17 -1.70 -11.49
H -1.07 -3.26 -12.67
H -2.87 -3.67 -10.97
H -2.88 -2.30 -8.90
H 0.47 -0.23 -10.05
H 0.62 -1.48 -12.19
C 2.42 8.23 -5.74
C 1.24 8.68 -5.17
C 0.68 7.94 -4.14
N 1.22 6.82 -3.66
C 2.36 6.40 -4.22
C 2.99 7.07 -5.26
H 2.88 8.78 -6.56
H 0.75 9.58 -5.52
H -0.24 8.27 -3.67
H 2.78 5.49 -3.81
H 3.91 6.68 -5.67
C 4.12 -4.92 7.13
C 4.33 -6.09 6.41
C 3.70 -6.22 5.18
N 2.91 -5.29 4.65
C 2.73 -4.17 5.34
C 3.31 -3.94 6.58
H 4.59 -4.77 8.10
H 4.95 -6.88 6.80
H 3.83 -7.13 4.60
H 2.08 -3.43 4.89
H 3.12 -3.01 7.11
C 0.04 5.83 6.34
C 0.13 7.21 6.49
C -0.12 8.01 5.39
N -0.44 7.54 4.18
C -0.52 6.21 4.06
C -0.30 5.32 5.10
H 0.22 5.17 7.18
H 0.39 7.65 7.44
H -0.06 9.09 5.47
H -0.79 5.85 3.07
H -0.40 4.25 4.93
C 2.53 -5.11 -7.40
C 3.08 -6.01 -8.30
C 2.65 -5.96 -9.62
N 1.74 -5.11 -10.08
C 1.22 -4.25 -9.20
C 1.58 -4.21 -7.86
H 2.83 -5.11 -6.36
H 3.82 -6.73 -7.99
H 3.07 -6.65 -10.35
H 0.47 -3.56 -9.58
H 1.12 -3.49 -7.19
C -1.88 -5.42 6.48
C -2.76 -4.80 7.36
C -2.24 -3.98 8.35
N -0.94 -3.76 8.52
C -0.11 -4.36 7.67
C -0.52 -5.19 6.64
H -2.24 -6.06 5.69
H -3.83 -4.95 7.28
H -2.90 -3.49 9.05
H 0.95 -4.16 7.82
H 0.21 -5.64 5.98
C 4.30 0.85 2.54
C 4.41 0.92 3.92
C 5.51 1.57 4.47
N 6.47 2.13 3.74
C 6.35 2.05 2.42
C 5.30 1.43 1.78
H 3.46 0.36 2.07
H 3.67 0.48 4.57
H 5.63 1.64 5.55
H 7.15 2.52 1.84
H 5.25 1.40 0.69
C -3.80 10.65 4.01
C -4.99 11.02 4.63
C -5.48 10.23 5.65
N -4.87 9.12 6.08
C -3.73 8.78 5.48
C -3.16 9.51 4.45
H -3.39 11.25 3.21
H -5.53 11.91 4.32
H -6.40 10.49 6.16
H -3.25 7.88 5.84
H -2.23 9.17 4.00
C -3.63 -9.49 -3.30
C -2.38 -9.07 -3.73
C -2.20 -7.73 -4.04
N -3.16 -6.82 -3.94
C -4.36 -7.23 -3.53
C -4.64 -8.55 -3.20
H -3.81 -10.53 -3.05
H -1.56 -9.77 -3.83
H -1.23 -7.37 -4.38
H -5.13 -6.47 -3.47
H -5.63 -8.83 -2.87

- SMILES = COCCC[C@](F)(NCOCOCCO)[C@@H](O)O[C@@](CCCI)(ON=O)[C@H](Cl)[C@H](C)Cl.c1ccncc1.c1ccncc1.c1ccncc1.c1ccncc1.c1ccncc1.c1ccncc1.c1ccncc1.c1ccncc1.c1ccncc1.c1ccncc1
- orbital gap (eV) = 9.2
- E_LUMO (eV) = -0.01
- F_max (eV Å⁻¹) = 0.55